A cluster of 2 separate species, C2H7BrSi in total. Source: OMol25; level of theory: ωB97M-V with the def2-TZVPD basis set.

The geometry in XYZ format:
```
11
Properties=species:S:1:pos:R:3
C 1.76 0.04 -0.52
C 0.57 0.00 0.12
Si -1.09 -0.07 -0.76
H 2.70 0.11 -0.04
H 1.83 -0.60 -1.49
H 0.50 0.40 1.12
H -1.46 -1.43 -0.89
H -2.08 0.64 0.06
H -0.93 0.67 -2.14
Br -1.37 -0.81 3.49
H -0.39 -0.50 2.45
```

Computed properties:
highest occupied orbital energy: -0.382 Eh
HOMO-LUMO gap: 0.4012 Eh
SMILES string: C=C[SiH3].Br

For each atom in turn, the natural (NBO) charge in e is: -0.333 -0.619 0.853 0.196 0.190 0.189 -0.171 -0.156 -0.144 -0.203 0.199